Here is C36H45F3MoN11OS2Se as an isolated structure from the OMol25 dataset. Energies are from ωB97M-V/def2-TZVPD.

Structure (XYZ):
```
100
Properties=species:S:1:pos:R:3:mulliken_spin:R:1
Mo -2.55893 -0.56262 -0.02053 2.0177
N -4.92533 3.08977 -0.63521 -0.0047
C -4.16347 1.98722 -0.78676 0.0036
S -2.91172 1.74001 0.43819 -0.0739
N -4.37130 1.20799 -1.79431 -0.0010
N -3.51990 0.12008 -1.81470 -0.0643
C -3.36533 -0.42231 -2.97253 0.0274
C -2.47015 -1.51438 -3.25488 -0.0054
C -2.60478 -2.18922 -4.47767 0.0099
C -1.78767 -3.24951 -4.79589 -0.0105
C -0.80607 -3.65290 -3.89100 0.0139
C -0.63229 -2.98806 -2.69367 -0.0124
C -1.44965 -1.90723 -2.37185 0.0615
O -1.23119 -1.25355 -1.21437 0.0343
H -4.75989 3.73063 0.11729 -0.0004
H -5.62291 3.30163 -1.32783 0.0009
H -3.95302 -0.00831 -3.78723 -0.0002
H -3.37830 -1.87048 -5.16575 0.0001
H -1.91187 -3.77080 -5.73454 -0.0003
H -0.17353 -4.49965 -4.12537 0.0007
H 0.10841 -3.30559 -1.97330 -0.0052
F -6.68446 -3.98950 0.34177 0.0004
C -6.13513 -4.04066 1.56358 -0.0018
F -7.08249 -4.44482 2.41905 -0.0001
F -5.18288 -4.98457 1.53777 0.0007
C -5.57188 -2.70345 1.96462 -0.0011
C -5.95305 -2.08083 3.13516 0.0199
C -5.39420 -0.85536 3.49332 -0.0054
C -4.48436 -0.27318 2.64254 0.0206
N -4.13723 -0.86598 1.49283 -0.0479
C -4.62044 -2.07164 1.15930 0.0054
S -3.83191 -2.64049 -0.27565 -0.0192
H -6.68202 -2.55667 3.77713 0.0005
H -5.67178 -0.36345 4.41344 -0.0001
H -4.02393 0.68529 2.84250 0.0040
C -0.46802 6.02250 3.38544 -0.0001
C 0.55682 5.97751 2.25822 -0.0001
C -0.07523 5.86739 0.87156 0.0000
C -0.71943 4.50982 0.60499 -0.0003
N 0.28038 3.47440 0.37269 -0.0040
C 0.63677 2.48847 1.23434 0.0013
Se -0.15132 2.12304 2.85228 0.0032
N 1.65075 1.79097 0.65516 0.0053
C 2.29966 0.62532 1.24200 -0.0021
C 3.26138 0.97456 2.37254 0.0001
C 4.41288 1.88308 1.94990 0.0003
C 5.44177 1.18912 1.06376 -0.0001
C 1.89968 2.29801 -0.61689 -0.0044
C 2.78336 1.91867 -1.61593 0.0005
C 2.76071 2.65013 -2.79352 0.0000
C 1.88843 3.72633 -2.96595 -0.0001
C 1.00866 4.10778 -1.96534 -0.0008
C 1.03235 3.37215 -0.79020 0.0026
H 0.01760 6.19431 4.34612 0.0000
H -1.01672 5.08285 3.46743 0.0000
H -1.18612 6.83070 3.22714 0.0000
H 1.23820 5.13489 2.41512 -0.0003
H 1.17277 6.87859 2.28836 0.0000
H 0.67980 6.05827 0.10452 0.0000
H -0.84175 6.63831 0.75116 -0.0001
H -1.37057 4.53892 -0.27129 0.0007
H -1.31254 4.17754 1.45527 0.0010
H 2.83078 0.12531 0.43194 0.0004
H 1.51423 -0.04515 1.59320 0.0045
H 3.66531 0.03317 2.76066 -0.0001
H 2.68773 1.43493 3.17722 -0.0002
H 4.90847 2.25330 2.84898 -0.0001
H 4.01366 2.76717 1.44290 -0.0001
H 5.83395 0.29449 1.55326 0.0000
H 6.28532 1.84477 0.84883 0.0000
H 5.02185 0.88545 0.10235 0.0000
H 3.46825 1.09093 -1.49285 0.0000
H 3.43666 2.38328 -3.59460 0.0000
H 1.90200 4.27514 -3.89765 0.0000
H 0.33461 4.94294 -2.09820 0.0000
C 0.15038 -1.69314 3.68392 -0.0014
C -0.69712 -1.34068 2.56593 0.1276
N -1.35864 -1.06110 1.67765 -0.1076
H -0.43979 -2.19308 4.45027 0.0017
H 0.58852 -0.77625 4.08099 0.0033
H 0.92398 -2.37169 3.32553 0.0017
C 3.38970 -2.93990 -3.09596 0.0007
C 4.07198 -4.03018 -2.27423 -0.0001
C 3.34302 -5.36336 -2.40523 0.0000
C 4.25018 -3.63355 -0.80793 -0.0001
N 2.99241 -3.57524 -0.06746 0.0003
C 1.98836 -2.69272 -0.09999 0.0003
N 1.05237 -3.08176 0.73235 0.0015
N 1.51207 -4.22803 1.28405 0.0001
N 2.66570 -4.53017 0.81432 0.0000
H 3.44775 -3.17401 -4.15912 0.0000
H 3.85850 -1.96408 -2.94609 0.0000
H 2.32863 -2.85448 -2.84851 -0.0002
H 5.09061 -4.15222 -2.65428 0.0000
H 2.31916 -5.28992 -2.02882 0.0000
H 3.84380 -6.15488 -1.84666 0.0000
H 3.29071 -5.66666 -3.45111 0.0000
H 4.73727 -2.66138 -0.72090 0.0000
H 4.85411 -4.36922 -0.28044 0.0000
H 1.95797 -1.81912 -0.72866 -0.0027
```

Its charge is +1. The calculation puts the HOMO energy (spin up / spin down) at -9.8043 / -9.8030 eV. The value obtained for the HOMO-LUMO gap (spin up / spin down) is 6.09 / 6.04 eV. As for the spin multiplicity: 3. The relative energy (zero: lowest compared OMol25 entry of this formula, charge and spin) comes out at 0.723 eV.

Here is H18O9Y as an isolated structure at a distorted geometry from the OMol25 dataset. Energies are from ωB97M-V/def2-TZVPD.

Structure (XYZ):
```
28
Properties=species:S:1:pos:R:3:lowdin_charge:R:1
Y -15.31081 -12.13974 14.02801 1.6519
O -17.27937 -13.29369 13.12129 -0.0721
H -17.71073 -13.99903 13.63299 0.1069
H -17.69946 -13.33145 12.24519 0.1170
O -12.99069 -11.62862 13.50001 -0.0812
H -12.24197 -11.47874 14.10421 0.1214
H -12.68487 -11.29593 12.63852 0.1112
O -17.11843 -11.10038 15.07215 -0.0835
H -18.04303 -11.11137 14.75785 0.1319
H -17.12761 -10.52110 15.85597 0.1292
O -14.75843 -9.70452 14.52693 -0.0712
H -14.31916 -9.22486 13.80625 0.1004
H -14.58569 -9.15449 15.30984 0.1183
O -14.16131 -14.22843 13.97702 -0.0839
H -13.64775 -14.35037 13.16071 0.0895
H -13.88815 -14.95961 14.55805 0.1268
O -14.08748 -11.94100 16.01708 -0.0800
H -13.92983 -12.64384 16.67438 0.1272
H -13.96623 -11.11100 16.50602 0.1100
O -14.68429 -12.98803 11.53885 -0.0651
H -13.78473 -12.81777 11.21657 0.0929
H -15.09973 -13.50046 10.82320 0.1174
O -16.06859 -10.80734 12.30340 -0.0891
H -16.43734 -11.04178 11.43505 0.1202
H -15.92403 -9.84637 12.25872 0.1150
O -16.32068 -13.54571 15.70527 -0.0889
H -16.42179 -14.46206 16.02225 0.1334
H -16.96809 -13.03085 16.21439 0.0944
```

Its charge is +3. The calculation puts the HOMO energy at -23.0702 eV. The value obtained for the HOMO-LUMO gap is 13.20 eV. The relative energy (zero: lowest compared OMol25 entry of this formula, charge and spin) comes out at 0.190 eV.

Here is one molecule with the formula C4H8FN at a distorted geometry from the OMol25 dataset. Energies are from ωB97M-V/def2-TZVPD.

Structure (XYZ):
```
14
Properties=species:S:1:pos:R:3:lowdin_charge:R:1
C -1.98889 -0.44789 -0.02131 -0.0998
N -0.66082 -0.21627 -0.58065 -0.1130
C -0.10859 1.21024 -0.15984 -0.0723
C 0.57375 -0.01760 0.34461 -0.3111
C 1.77089 -0.50863 -0.28516 -0.1480
F 3.09257 0.05181 0.02152 -0.1338
H -1.73046 -0.23891 1.21545 0.1334
H -2.07474 -1.48418 -0.17460 0.0591
H -2.58331 0.34380 -0.34652 0.0550
H 0.33146 1.82404 -0.78202 0.0357
H -0.53754 1.77996 0.79824 0.1508
H 0.19242 -0.52192 1.31421 0.1482
H 2.01319 -1.69900 -0.05955 0.1788
H 1.71006 -0.07546 -1.28437 0.1171
```

The calculation puts the HOMO energy at -9.5638 eV. As for the SMILES: CN1C[C@@H]1CF. The value obtained for the HOMO-LUMO gap is 10.63 eV. The relative energy (zero: lowest compared OMol25 entry of this formula, charge and spin) comes out at 4.036 eV.

Here is a 2-piece molecular cluster, H2N4O3 overall at a distorted geometry from the OMol25 dataset. Energies are from ωB97M-V/def2-TZVPD.

Structure (XYZ):
```
9
Properties=species:S:1:pos:R:3:lowdin_charge:R:1
N 1.77404 1.08814 -1.84187 0.1781
N 0.28264 0.06106 -0.09481 0.0258
N 0.49191 1.35582 -0.30548 -0.0926
N -0.53331 2.08346 -0.90469 -0.4341
O -0.23137 3.23122 -1.22974 0.0491
O 2.21072 0.10083 -1.51795 0.0869
O -1.49593 1.37921 -1.19964 0.0144
H -0.53934 -0.07434 -0.71115 0.0965
H 0.29472 -0.31279 0.79291 0.0759
```

The calculation puts the HOMO energy (spin up / spin down) at -9.3378 / -9.3378 eV. The value obtained for the HOMO-LUMO gap (spin up / spin down) is 8.19 / 8.19 eV. The relative energy (zero: lowest compared OMol25 entry of this formula, charge and spin) comes out at 2.533 eV.

Here is C18H59CsN23O16 as an isolated structure at a distorted geometry from the OMol25 dataset. Energies are from ωB97M-V/def2-TZVPD.

Structure (XYZ):
```
117
Properties=species:S:1:pos:R:3:lowdin_charge:R:1
Cs 1.33699 4.11041 -1.12269 1.0160
C 0.53725 0.79116 0.18214 -0.7715
O 1.65402 1.52635 0.11677 -0.3364
O 0.50061 -0.41489 -0.36292 -0.1508
O -0.51695 1.36805 0.76619 -0.1943
C -1.80619 2.19643 -2.58470 -0.7549
O -2.72563 2.22428 -3.39106 0.0441
N -0.53962 1.83008 -2.78363 0.1308
N -1.93555 2.68394 -1.36713 0.1548
H -0.30312 1.17984 -2.02611 0.0659
H -0.45690 1.30790 -3.64731 0.1099
H -1.29619 2.28602 -0.65517 0.0426
H -2.87218 2.76619 -1.04104 0.0993
C 4.90506 2.70500 -0.09946 -0.7036
O 5.99814 3.16648 -0.35147 0.0191
N 4.07984 2.23557 -1.07301 0.1338
N 4.32863 2.67836 1.11145 0.1762
H 3.24272 1.75832 -0.80997 0.0049
H 4.47276 2.22799 -2.01657 0.0797
H 3.36168 2.41789 1.23324 0.0404
H 4.88894 2.87570 1.92376 0.1124
C 1.76193 4.03726 3.26168 -0.6167
O 1.69695 5.09674 3.85111 0.0345
N 2.31767 2.79718 3.68913 0.1546
N 1.19049 3.94862 2.01208 0.0842
H 2.48890 2.02689 3.03448 0.0888
H 2.92534 2.83057 4.48637 0.0916
H 0.95527 2.99825 1.69616 0.0369
H 0.43869 4.62722 1.91698 0.0657
C -0.93719 7.41786 2.03526 -0.6564
O -0.72910 6.77143 1.00201 -0.0063
N -2.00785 8.19637 2.12840 0.1636
N -0.12496 7.54312 3.16080 0.1699
H -2.57750 8.16994 1.32428 0.1044
H -1.92187 8.98466 2.72029 0.0964
H -0.63129 7.96228 3.88305 0.0689
H 0.39361 6.71141 3.39316 0.0579
C -1.53072 -0.73918 3.35954 -0.7574
O -1.97501 -1.46736 4.21984 0.0269
N -0.37241 -0.07770 3.41222 0.1740
N -2.24559 -0.44780 2.26875 0.1562
H 0.13157 -0.05288 4.27860 0.1056
H -0.27963 0.75360 2.82260 0.0776
H -3.00993 -1.11072 2.20557 0.0900
H -1.86123 -0.03094 1.43346 0.0664
C -3.35468 -2.29956 -1.12574 -0.7240
O -4.35179 -2.63734 -1.70007 0.0397
N -3.15430 -2.38775 0.20607 0.1828
N -2.36268 -1.64240 -1.79718 0.1709
H -2.24447 -2.12446 0.53950 0.0629
H -3.70331 -3.10873 0.69096 0.0949
H -1.53743 -1.22159 -1.36214 0.0756
H -2.59764 -1.46069 -2.77008 0.1059
C 4.34999 -2.05052 0.95686 -0.8166
O 4.81849 -3.10405 1.30858 0.0312
N 4.95852 -0.89496 1.18508 0.1614
N 3.22072 -1.96901 0.37363 0.1941
H 4.64852 -0.13862 0.57062 0.0869
H 5.81504 -0.81250 1.72049 0.1122
H 2.67788 -1.12925 0.23259 0.0840
H 2.89373 -2.88316 0.12389 0.0983
C 2.14067 -0.76403 -3.99553 -0.7587
O 2.56830 -1.39612 -4.91201 0.0576
N 1.42923 -1.20999 -2.99845 0.1948
N 2.44754 0.55661 -3.84069 0.1623
H 1.38766 -2.19529 -3.04505 0.0921
H 1.26577 -0.64523 -2.17968 0.0527
H 2.01500 1.06731 -3.08399 0.0630
H 3.34951 0.80525 -4.18422 0.0777
C 0.23626 -3.95719 1.01806 -0.6741
O 0.02264 -5.12483 1.34576 0.0124
N 0.57494 -3.48768 -0.19021 0.1570
N 0.04085 -2.91389 1.90788 0.1626
H 0.43690 -2.49994 -0.39498 0.0560
H 0.73855 -4.24560 -0.86198 0.1246
H -0.45947 -3.20662 2.72624 0.0821
H 0.60574 -2.08196 1.94580 0.0757
C 5.85619 3.60968 -4.09782 -0.6691
O 4.86848 2.89137 -4.06707 0.0154
N 6.32726 4.06409 -5.27448 0.1508
N 6.57645 4.07592 -3.03796 0.1781
H 6.99294 4.80514 -5.26179 0.0896
H 5.87394 3.77809 -6.11675 0.1060
H 7.47042 4.52303 -3.16766 0.1025
H 6.39316 3.83983 -2.10045 0.0323
C -4.01957 3.24723 2.56702 -0.7709
O -4.45768 4.29345 2.93544 0.0474
N -4.61781 2.05361 2.84060 0.1512
N -2.93830 3.10168 1.85017 0.1735
H -4.31877 1.15922 2.44139 0.0911
H -5.51826 2.14127 3.27753 0.0982
H -2.46738 2.22408 2.02682 0.0711
H -2.31165 3.89562 1.77398 0.1111
C -3.42799 -4.60409 3.08050 -0.0829
O -4.26637 -4.69038 1.91419 -0.2208
C -4.34046 -6.03795 1.41698 -0.2169
C -3.31439 -6.36137 0.37119 -0.2391
N -3.59923 -5.80899 -0.93135 -0.0413
C -2.35629 -5.47785 -1.70604 -0.1671
C -2.78826 -5.16431 -3.18827 -0.2494
O -1.74519 -5.06489 -4.10273 -0.1695
C -1.13772 -3.75603 -3.94601 -0.0824
H -2.41196 -5.00127 2.89341 0.0855
H -3.83732 -5.21080 3.87834 0.0780
H -3.37764 -3.56417 3.40386 0.0709
H -5.34737 -6.19002 0.99358 0.1284
H -4.24446 -6.71695 2.24597 0.1065
H -3.26101 -7.45467 0.27206 0.1211
H -2.36161 -6.02623 0.82738 0.1051
H -4.19512 -4.98048 -0.89815 0.0911
H -1.58078 -6.23358 -1.60861 0.1202
H -1.90634 -4.53841 -1.36120 0.0728
H -3.43849 -4.29522 -3.09046 0.0919
H -3.47928 -5.96219 -3.46139 0.1160
H -0.39707 -3.56002 -4.73079 0.0955
H -0.75225 -3.65221 -2.92225 0.0519
H -1.96995 -3.05531 -3.94633 0.0627
```

Its charge is -1. The calculation puts the HOMO energy at -6.3618 eV. The value obtained for the HOMO-LUMO gap is 7.59 eV.